(one)
{"formula": "C2H4N2OS", "method": "ωB97M-V with the def2-TZVPD basis set", "species": ["O", "N", "C", "C", "N", "S", "H", "H", "H", "H"], "coordinates": [[-2.3470, 0.3198, 0.1340], [-1.6663, -0.8778, -0.0149], [-0.4125, -0.7051, -0.1177], [0.2235, 0.5883, -0.1243], [1.4775, 0.8290, -0.0625], [2.6018, -0.4226, 0.0388], [-3.2929, 0.0083, 0.1345], [0.2139, -1.5832, -0.1985], [-0.4238, 1.4720, -0.2252], [3.6259, 0.3714, 0.4355]], "orbital_gap_ev": 9.0, "smiles": "O/N=C\\C=N/S"}

=====

(two)
{"formula": "C2H4N2OS", "method": "ωB97M-V with the def2-TZVPD basis set", "species": ["C", "C", "N", "N", "O", "S", "H", "H", "H", "H"], "coordinates": [[-2.7294, 1.9547, -1.2149], [0.7909, -0.7718, -0.6845], [-1.7911, 1.5424, -0.6956], [-0.2654, -0.2948, 1.9680], [1.3669, 1.2553, 0.8237], [0.2272, 0.3903, 0.6426], [1.7758, -1.0513, -0.2086], [0.1963, -1.6688, -1.0045], [1.0350, -0.0983, -1.5515], [-0.6062, -1.2576, 1.9251]], "orbital_gap_ev": [6.7, 5.6]}

=====

Ranking the structures above by energy, (one) is first and the second is 331.8 kJ/mol behind.